Molecular formula: C19H28CeNO3P
Method: DFT, the ωB97M-V functional and the def2-TZVPD basis

Output
Energy: -1835.86968 Eh
Frontier orbital gap (spin up / spin down): 3.329 / 3.351 eV

The geometry in ORCA input format:
```
! wB97M-V def2-TZVPD RIJCOSX def2/J DEFGRID3
* xyz 4 1
Ce 0.00 0.37 0.81
C -2.16 -0.71 0.02
O -3.25 -1.04 -0.11
C -0.44 2.46 0.42
O -0.62 3.62 0.33
C 2.32 0.14 0.12
O 3.47 0.10 -0.10
C -1.71 0.42 -2.83
P -0.05 0.00 -2.07
H 0.47 -1.46 -3.87
H -2.39 -0.37 -2.45
C 1.07 1.06 -3.11
H 0.54 1.12 -4.06
C -1.73 0.33 -4.37
H -1.21 -0.54 -4.79
H -1.32 1.24 -4.83
H -2.77 0.27 -4.70
C -2.24 1.79 -2.36
H -1.68 2.62 -2.82
C 1.42 -2.41 -2.18
H -2.23 1.91 -1.27
H -3.29 1.84 -2.69
C -1.04 -2.58 -2.82
H 1.06 -3.07 -1.37
H 1.88 -3.04 -2.96
H 2.19 -1.74 -1.78
C 0.22 -1.68 -2.82
H -0.74 -3.61 -3.03
H -1.76 -2.29 -3.60
H -1.56 -2.55 -1.84
C 2.45 0.44 -3.37
H 2.98 0.29 -2.44
H 3.05 1.14 -3.97
H 2.42 -0.50 -3.93
C 1.20 2.47 -2.52
H 0.25 2.98 -2.36
H 1.79 3.07 -3.22
H 1.75 2.44 -1.57
H 0.28 -3.13 0.70
H 0.05 -3.12 1.45
N 0.25 0.45 3.15
C 0.24 0.38 4.33
C 0.18 0.31 5.74
C -1.08 0.40 6.39
C -1.16 0.18 7.76
C 0.00 -0.09 8.50
C 1.25 -0.13 7.87
C 1.35 0.09 6.50
H -1.98 0.59 5.81
H -2.13 0.19 8.25
H -0.07 -0.30 9.57
H 2.15 -0.36 8.45
H 2.32 0.04 6.01
*
```

Which charges does Mulliken predict for the atoms? In e, they are:
1. Ce 0.89
2. C 0.38
3. O -0.01
4. C 0.53
5. O 0.02
6. C 0.45
7. O 0.00
8. C 0.62
9. P 0.28
10. H 0.64
11. H 0.48
12. C 0.74
13. H 0.29
14. C -1.84
15. H 0.45
16. H 0.50
17. H 0.43
18. C -1.28
19. H 0.31
20. C -1.66
21. H 0.14
22. H 0.48
23. C -1.49
24. H 0.41
25. H 0.40
26. H 0.38
27. C 0.19
28. H 0.45
29. H 0.35
30. H 0.30
31. C -1.29
32. H 0.25
33. H 0.46
34. H 0.34
35. C -1.26
36. H 0.17
37. H 0.48
38. H 0.24
39. H -0.16
40. H 0.26
41. N -0.46
42. C 0.32
43. C 0.89
44. C -0.37
45. C -0.63
46. C -0.26
47. C -0.64
48. C -0.34
49. H 0.41
50. H 0.44
51. H 0.44
52. H 0.43
53. H 0.43

Molecular formula: C19H28F2O3
Method: DFT, the ωB97M-V functional and the def2-TZVPD basis

Output
Relative energy (zero: lowest compared OMol25 entry of this formula, charge and spin): 0.0 kJ/mol
Energy: -1166.17897 Eh
Frontier orbital gap: 8.160 eV
Structure (SMILES): CCOCCCCCC1=CC(=O)C([C@H](F)CC)=C([C@@H](F)CC)C1=O

The geometry in ORCA input format:
```
! wB97M-V def2-TZVPD RIJCOSX def2/J DEFGRID3
* xyz 0 1
C 5.22 0.21 2.10
C 5.68 -0.30 0.73
O 4.91 -1.42 0.31
C 4.31 -1.35 -0.97
C 2.79 -1.10 -0.91
C 2.36 0.29 -1.39
C 2.57 1.39 -0.35
C 1.62 1.32 0.86
C 0.17 1.37 0.49
C -0.44 2.46 0.02
C -1.86 2.41 -0.39
O -2.31 3.23 -1.17
C -2.73 1.33 0.19
C -4.21 1.65 0.14
F -4.65 1.90 1.44
C -5.12 0.64 -0.54
C -4.69 0.37 -1.99
C -2.13 0.23 0.67
C -2.77 -1.02 1.25
F -3.93 -0.67 1.94
C -3.10 -2.10 0.20
C -2.17 -3.32 0.22
C -0.64 0.12 0.58
O -0.10 -0.97 0.58
H 4.15 0.02 2.22
H 5.74 -0.29 2.91
H 5.38 1.29 2.18
H 6.73 -0.61 0.79
H 5.61 0.51 -0.01
H 4.81 -0.58 -1.57
H 4.51 -2.31 -1.46
H 2.28 -1.85 -1.52
H 2.48 -1.27 0.12
H 2.95 0.55 -2.28
H 1.31 0.28 -1.70
H 2.43 2.37 -0.82
H 3.60 1.35 0.02
H 1.82 0.43 1.46
H 1.82 2.19 1.50
H 0.09 3.39 -0.14
H -4.31 2.60 -0.40
H -5.20 -0.27 0.05
H -6.11 1.09 -0.56
H -3.61 0.35 -2.11
H -5.08 -0.60 -2.32
H -5.09 1.13 -2.67
H -2.08 -1.44 1.98
H -3.11 -1.66 -0.79
H -4.12 -2.42 0.44
H -1.74 -3.51 -0.76
H -2.71 -4.22 0.52
H -1.33 -3.19 0.91
*
```

Which charges does natural (NBO) predict for the atoms? In e, they are:
1. C -0.64
2. C -0.06
3. O -0.55
4. C -0.06
5. C -0.44
6. C -0.40
7. C -0.38
8. C -0.44
9. C -0.04
10. C -0.24
11. C 0.50
12. O -0.50
13. C -0.07
14. C 0.19
15. F -0.36
16. C -0.44
17. C -0.62
18. C -0.07
19. C 0.18
20. F -0.36
21. C -0.44
22. C -0.61
23. C 0.58
24. O -0.54
25. H 0.21
26. H 0.21
27. H 0.21
28. H 0.17
29. H 0.16
30. H 0.16
31. H 0.18
32. H 0.21
33. H 0.23
34. H 0.20
35. H 0.20
36. H 0.20
37. H 0.21
38. H 0.23
39. H 0.23
40. H 0.23
41. H 0.20
42. H 0.22
43. H 0.22
44. H 0.20
45. H 0.22
46. H 0.22
47. H 0.19
48. H 0.21
49. H 0.23
50. H 0.21
51. H 0.21
52. H 0.22

Molecular formula: C19H28FeN2O10P2Si2
Method: DFT, the ωB97M-V functional and the def2-TZVPD basis

Output
Relative energy (zero: lowest compared OMol25 entry of this formula, charge and spin): 9.9 kJ/mol
Energy: -4128.46301 Eh
⟨S²⟩: 6.1152
Frontier orbital gap (spin up / spin down): 4.913 / 7.671 eV

The geometry in ORCA input format:
```
! wB97M-V def2-TZVPD RIJCOSX def2/J DEFGRID3
* xyz -2 5
Fe -0.05 0.10 1.02
N 0.60 3.39 -0.37
C -0.36 3.64 0.75
C -0.73 5.13 0.80
P 0.53 3.10 2.27
O -0.31 3.81 3.46
O 1.90 3.65 2.25
O 0.30 1.58 2.42
P -1.90 2.61 0.50
O -2.44 2.37 2.03
O -2.92 3.39 -0.23
O -1.43 1.25 -0.03
H 1.42 3.96 -0.20
H 0.20 3.68 -1.26
H 1.19 1.66 -0.41
H 0.16 5.73 1.01
H -1.47 5.34 1.58
H -1.17 5.43 -0.15
H -1.24 3.53 3.41
H -1.81 1.78 2.50
C -3.27 -0.62 2.19
Si -1.87 -1.33 1.17
C -2.53 -1.65 -0.55
C -1.54 -3.06 1.88
C -2.49 -4.01 2.29
C -2.08 -5.29 2.68
C -0.72 -5.63 2.64
C 0.22 -4.70 2.22
C -0.18 -3.40 1.85
Si 0.91 -2.00 1.21
C 2.29 -1.65 2.43
C 1.70 -2.68 -0.35
H -4.11 -1.33 2.14
H -3.59 0.35 1.79
H -2.97 -0.49 3.24
H -3.30 -2.44 -0.52
H -1.72 -1.99 -1.22
H -2.95 -0.73 -0.97
H -3.55 -3.77 2.31
H -2.81 -6.02 3.00
H -0.41 -6.63 2.93
H 1.27 -4.98 2.18
H 2.80 -2.58 2.71
H 1.91 -1.15 3.34
H 3.02 -0.97 1.95
H 1.82 -3.77 -0.25
H 2.68 -2.22 -0.52
H 1.08 -2.49 -1.24
O 3.58 -0.10 -0.73
C 2.54 0.35 -1.12
O 1.59 0.72 -0.19
C 2.17 0.58 -2.52
C 0.86 0.89 -2.94
C 0.55 1.07 -4.27
C 1.57 0.95 -5.25
C 2.89 0.62 -4.84
C 3.17 0.44 -3.51
N 1.27 1.14 -6.59
O 0.08 1.42 -6.92
O 2.21 1.03 -7.45
H 0.07 0.98 -2.20
H -0.45 1.30 -4.59
H 3.65 0.52 -5.60
H 4.17 0.18 -3.19
*
```

Which charges does natural (NBO) predict for the atoms? In e, they are:
1. Fe 0.99
2. N -0.85
3. C -0.66
4. C -0.62
5. P 2.39
6. O -1.01
7. O -1.13
8. O -1.23
9. P 2.38
10. O -1.04
11. O -1.13
12. O -1.21
13. H 0.39
14. H 0.38
15. H 0.54
16. H 0.21
17. H 0.22
18. H 0.22
19. H 0.50
20. H 0.51
21. C -1.14
22. Si 1.22
23. C -1.13
24. C -0.45
25. C -0.20
26. C -0.23
27. C -0.25
28. C -0.15
29. C -0.46
30. Si 1.18
31. C -1.13
32. C -1.14
33. H 0.22
34. H 0.26
35. H 0.23
36. H 0.22
37. H 0.24
38. H 0.26
39. H 0.19
40. H 0.19
41. H 0.19
42. H 0.19
43. H 0.22
44. H 0.24
45. H 0.26
46. H 0.22
47. H 0.26
48. H 0.24
49. O -0.61
50. C 0.80
51. O -0.86
52. C -0.30
53. C -0.13
54. C -0.26
55. C 0.05
56. C -0.25
57. C -0.16
58. N 0.39
59. O -0.56
60. O -0.58
61. H 0.22
62. H 0.24
63. H 0.23
64. H 0.21

Molecular formula: C19H28FeNO2P2
Method: DFT, the ωB97M-V functional and the def2-TZVPD basis

Output
Energy: -2891.74337 Eh
⟨S²⟩: 8.8314
Frontier orbital gap (spin up / spin down): 7.354 / 5.830 eV

The geometry in ORCA input format:
```
! wB97M-V def2-TZVPD RIJCOSX def2/J DEFGRID3
* xyz 2 6
Fe 0.47 0.08 -0.14
P 0.63 0.40 1.97
C 2.46 0.89 1.93
C 3.03 0.97 0.52
N 2.22 0.55 -0.49
C 2.64 0.46 -1.77
C 3.98 0.68 -2.04
C 4.84 1.07 -1.02
C 4.37 1.27 0.28
C 1.57 0.06 -2.78
P -0.14 0.43 -2.14
H 5.00 1.70 1.07
H 4.32 0.47 -3.05
H 5.88 1.22 -1.24
H 1.76 0.65 -3.68
H 1.64 -1.02 -3.03
H 2.64 1.80 2.50
H 3.06 0.07 2.38
H 2.32 5.47 0.30
O 2.33 6.19 0.94
H 1.71 5.90 1.64
H -2.45 4.01 -1.14
O -2.52 4.34 -0.24
H -3.36 4.86 -0.25
C -0.40 2.06 -2.92
H 0.13 2.13 -3.88
H -1.48 2.21 -3.07
H -0.02 2.84 -2.25
C -1.42 -0.56 -2.93
H -2.33 0.05 -2.95
H -1.15 -0.86 -3.96
H -1.60 -1.43 -2.30
C 0.87 -0.94 3.15
H 1.14 -0.54 4.14
H -0.05 -1.53 3.18
H 1.69 -1.57 2.80
C -0.41 1.63 2.78
H -1.35 1.11 3.02
H 0.04 2.04 3.70
H -0.64 2.46 2.09
C -0.76 -1.15 0.34
C -1.60 -2.08 0.37
C -2.51 -3.14 0.51
C -2.46 -3.91 1.71
C -3.36 -4.96 1.90
C -4.31 -5.28 0.92
C -4.34 -4.55 -0.28
C -3.45 -3.49 -0.50
H -1.72 -3.67 2.48
H -3.33 -5.54 2.83
H -5.03 -6.08 1.09
H -5.06 -4.82 -1.06
H -3.49 -2.93 -1.44
*
```

Which charges does natural (NBO) predict for the atoms? In e, they are:
1. Fe 1.07
2. P 0.95
3. C -0.75
4. C 0.26
5. N -0.65
6. C 0.26
7. C -0.23
8. C -0.08
9. C -0.22
10. C -0.74
11. P 0.90
12. H 0.26
13. H 0.25
14. H 0.26
15. H 0.28
16. H 0.28
17. H 0.28
18. H 0.27
19. H 0.45
20. O -0.92
21. H 0.47
22. H 0.46
23. O -0.95
24. H 0.49
25. C -0.94
26. H 0.26
27. H 0.26
28. H 0.26
29. C -0.93
30. H 0.27
31. H 0.27
32. H 0.25
33. C -0.94
34. H 0.27
35. H 0.25
36. H 0.26
37. C -0.95
38. H 0.27
39. H 0.27
40. H 0.27
41. C -0.57
42. C 0.30
43. C -0.24
44. C -0.12
45. C -0.21
46. C -0.10
47. C -0.20
48. C -0.13
49. H 0.23
50. H 0.25
51. H 0.25
52. H 0.25
53. H 0.23

Molecular formula: C19H28IN2O9
Method: DFT, the ωB97M-V functional and the def2-TZVPD basis

Output
Energy: -1825.22282 Eh
Frontier orbital gap: 7.289 eV

The geometry in ORCA input format:
```
! wB97M-V def2-TZVPD RIJCOSX def2/J DEFGRID3
* xyz -1 1
N 1.78 -0.93 2.15
C 2.26 -1.92 1.80
C 2.89 -3.18 1.39
C 3.90 -3.72 2.46
C 4.22 -2.61 3.39
N 4.54 -1.84 4.19
C 5.25 -4.09 1.80
C 5.26 -5.44 1.10
O 5.26 -6.50 1.57
I 5.34 -5.35 -1.12
C 3.24 -4.83 3.34
O 2.00 -4.76 3.39
O 3.93 -5.64 3.92
H 2.09 -3.89 1.20
H 3.39 -3.00 0.44
H 5.42 -3.35 1.02
H 6.06 -4.01 2.51
O -0.96 -1.63 0.28
C -1.68 -1.15 1.10
O -2.94 -0.79 0.73
C -3.94 -0.38 1.66
C -3.84 1.10 1.96
C -1.21 -0.84 2.50
H -3.91 -0.99 2.56
H -4.89 -0.59 1.17
H -2.89 1.36 2.44
H -4.65 1.42 2.63
H -3.90 1.68 1.04
H -0.71 0.13 2.51
H -0.50 -1.60 2.80
H -2.01 -0.85 3.24
O -3.28 4.77 2.09
C -2.93 4.67 0.95
O -1.63 4.43 0.68
C -1.15 4.11 -0.63
C -0.86 5.36 -1.43
C -3.89 4.89 -0.19
H -1.83 3.43 -1.14
H -0.22 3.56 -0.47
H -1.77 5.95 -1.60
H -0.44 5.10 -2.40
H -0.16 6.00 -0.90
H -3.95 5.96 -0.40
H -4.87 4.53 0.11
H -3.62 4.36 -1.10
O 0.61 1.46 -1.57
C 0.36 0.73 -2.49
O 1.26 0.58 -3.48
C 1.13 -0.40 -4.51
C 0.28 0.11 -5.66
C -0.99 0.07 -2.60
H 0.76 -1.34 -4.11
H 2.15 -0.58 -4.86
H -0.74 0.32 -5.34
H 0.25 -0.62 -6.46
H 0.70 1.04 -6.05
H -1.69 0.77 -3.06
H -1.34 -0.17 -1.60
H -0.99 -0.86 -3.16
*
```

Which charges does natural (NBO) predict for the atoms? In e, they are:
1. N -0.36
2. C 0.33
3. C -0.50
4. C -0.24
5. C 0.31
6. N -0.34
7. C -0.51
8. C 0.57
9. O -0.43
10. I -0.14
11. C 0.76
12. O -0.76
13. O -0.71
14. H 0.29
15. H 0.23
16. H 0.22
17. H 0.27
18. O -0.58
19. C 0.81
20. O -0.53
21. C -0.07
22. C -0.63
23. C -0.75
24. H 0.18
25. H 0.19
26. H 0.22
27. H 0.22
28. H 0.20
29. H 0.26
30. H 0.28
31. H 0.20
32. O -0.58
33. C 0.80
34. O -0.50
35. C -0.08
36. C -0.64
37. C -0.75
38. H 0.17
39. H 0.23
40. H 0.20
41. H 0.22
42. H 0.22
43. H 0.24
44. H 0.24
45. H 0.22
46. O -0.58
47. C 0.81
48. O -0.51
49. C -0.07
50. C -0.64
51. C -0.75
52. H 0.18
53. H 0.20
54. H 0.21
55. H 0.21
56. H 0.21
57. H 0.23
58. H 0.28
59. H 0.22

Molecular formula: C19H28MgNO3SSeSi
Method: DFT, the ωB97M-V functional and the def2-TZVPD basis

Output
Energy: -4310.62093 Eh
Frontier orbital gap: 4.554 eV

The geometry in ORCA input format:
```
! wB97M-V def2-TZVPD RIJCOSX def2/J DEFGRID3
* xyz -1 1
Mg 0.92 0.42 0.98
C 1.69 4.55 -0.13
C 0.87 3.32 0.18
O 1.49 2.23 0.11
C -0.53 3.44 0.46
C -1.18 4.70 0.29
C -2.52 4.84 0.45
C -3.30 3.71 0.79
C -2.73 2.48 0.98
C -1.32 2.30 0.84
O -0.83 1.14 1.05
H 2.74 4.29 -0.05
H 1.47 5.38 0.55
H 1.49 4.89 -1.14
H -0.59 5.56 0.00
H -2.99 5.80 0.30
H -4.37 3.81 0.90
H -3.31 1.59 1.21
Se -3.27 -1.39 0.20
C -4.49 -2.81 0.38
C -4.22 -4.12 -0.06
C -5.15 -5.13 0.10
N -6.35 -4.98 0.67
C -6.62 -3.74 1.09
C -5.76 -2.66 0.97
H -3.27 -4.33 -0.53
H -4.91 -6.13 -0.25
H -7.59 -3.59 1.55
H -6.06 -1.69 1.34
C 2.90 -0.53 -2.23
Si 1.52 -1.68 -1.60
C 2.07 -3.40 -2.15
C -0.03 -1.21 -2.53
C 1.24 -1.54 0.21
H 2.92 -0.55 -3.33
H 3.89 -0.86 -1.89
H 2.76 0.50 -1.91
H 2.36 -3.43 -3.20
H 1.25 -4.12 -2.00
H 2.92 -3.75 -1.56
H 0.16 -1.10 -3.60
H -0.46 -0.27 -2.16
H -0.81 -1.96 -2.38
H 2.00 -2.11 0.77
H 0.27 -2.01 0.42
C 4.72 -0.94 1.79
S 3.69 0.36 1.13
C 4.83 1.72 1.25
O 2.65 0.65 2.21
H 5.28 -0.58 2.66
H 5.39 -1.28 1.01
H 4.04 -1.74 2.08
H 5.74 1.46 0.71
H 5.04 1.92 2.30
H 4.35 2.58 0.78
*
```

Which charges does natural (NBO) predict for the atoms? In e, they are:
1. Mg 1.74
2. C -0.70
3. C 0.60
4. O -0.76
5. C -0.35
6. C -0.14
7. C -0.30
8. C -0.18
9. C -0.24
10. C 0.46
11. O -0.85
12. H 0.22
13. H 0.22
14. H 0.24
15. H 0.20
16. H 0.20
17. H 0.21
18. H 0.25
19. Se -0.50
20. C -0.13
21. C -0.32
22. C 0.01
23. N -0.50
24. C 0.01
25. C -0.32
26. H 0.21
27. H 0.17
28. H 0.16
29. H 0.21
30. C -1.11
31. Si 1.65
32. C -1.11
33. C -1.12
34. C -1.66
35. H 0.22
36. H 0.20
37. H 0.22
38. H 0.22
39. H 0.23
40. H 0.21
41. H 0.21
42. H 0.24
43. H 0.26
44. H 0.20
45. H 0.27
46. C -0.82
47. S 1.27
48. C -0.82
49. O -1.05
50. H 0.23
51. H 0.24
52. H 0.27
53. H 0.23
54. H 0.23
55. H 0.25